Computed, not measured: a molecular structure, C16H22Cl2O2SeV in a non-equilibrium geometry, with ωB97M-V/def2-TZVPD.

Last column: Löwdin spin population.
Cartesian coordinates (Å):
C 0.3051 -1.4096 -2.2160  -0.023
C 1.1824 -0.2949 -2.4180  -0.009
C 0.3653 0.9234 -2.3648  -0.003
C 2.6248 -0.3377 -2.6992  0.000
C -0.9832 0.4881 -2.0735  -0.022
C -1.0156 -0.9272 -2.0461  -0.001
C -2.2408 -1.7786 -1.9714  0.001
C 0.6794 -2.8522 -2.2457  -0.004
C 0.7612 2.3086 -2.6815  0.004
C -2.1694 1.3831 -2.0988  -0.003
V 0.8548 0.3965 -0.3986  1.040
Cl 2.5432 1.5584 -0.0120  0.045
Cl 1.4624 -1.4532 0.6145  0.012
O -0.5621 1.0110 0.5608  -0.029
H 3.0440 -1.2913 -2.3621  0.000
H 3.1239 0.4762 -2.1579  0.000
H 2.8497 -0.2277 -3.7720  0.000
H 1.8251 2.4489 -2.5024  0.001
H 0.1998 2.9881 -2.0365  0.000
H 0.5433 2.6060 -3.7155  0.000
H -1.9160 2.3914 -1.7504  0.000
H -2.9545 0.9764 -1.4522  0.000
H -2.5856 1.4721 -3.1167  -0.002
H -3.0970 -1.1817 -1.6260  0.000
H -2.1100 -2.6276 -1.2884  0.000
H -2.4780 -2.1862 -2.9641  0.000
H 1.7396 -3.0069 -2.0061  0.000
H 0.4982 -3.2860 -3.2409  -0.002
H 0.0668 -3.4273 -1.5332  -0.001
H -0.5482 1.7983 1.1430  0.001
O -2.3007 -2.9198 1.6231  0.000
H -1.6740 -2.1436 1.4698  0.000
Se 0.8643 3.1869 2.6246  -0.003
C 0.4560 1.7334 3.6487  0.000
C -0.8679 1.5193 4.1202  0.000
C -1.1658 0.4375 4.9259  0.000
C -0.1705 -0.4711 5.2982  0.000
C 1.1610 -0.2812 4.8557  0.000
C 1.4659 0.7971 4.0168  0.000
H -1.6204 2.2406 3.8330  0.000
H -2.1896 0.2989 5.2734  0.000
H -0.3981 -1.3298 5.9441  0.000
H 1.9585 -0.9656 5.1687  0.000
H 2.4729 0.9590 3.6297  0.000

## Properties
- Total charge: -2
- Spin multiplicity: 2
- E_tot: -137123.7726 eV
- E_LUMO (spin up / spin down): 4.33 / 4.33 eV
- ⟨S²⟩: 0.77
- HOMO energy (spin up / spin down): 0.1 / 0.1 eV
- Energy above the lowest of the compared OMol25 structures with the same formula, charge and spin: 0.0 kJ/mol